No. 1
24
Properties=species:S:1:pos:R:3 method="wB97M-V/def2-TZVPD" max_force_ev_per_a=7.56 homo_lumo_gap_ha=0.30420 e_tot_ev=-14104.7470 de_lowest_ev=7.6630
C -2.51 -0.61 -0.06
C -3.18 0.72 0.04
C -2.35 1.73 -0.21
C -0.96 1.50 -0.57
C -0.40 0.11 -0.65
C -1.19 -0.98 -0.33
C 1.09 0.05 -0.20
C 1.95 1.12 0.26
C 3.23 1.01 0.49
C 3.85 -0.22 0.13
C 3.16 -1.23 -0.35
C 1.76 -1.07 -0.41
H -3.45 -2.55 -0.13
H -4.66 -0.89 0.70
H -4.21 0.76 0.48
H -2.97 2.84 0.06
H -0.09 2.22 -0.96
H -1.07 -1.96 0.26
H 1.50 2.26 0.27
H 4.02 1.61 1.04
H 4.82 -0.61 0.62
H 3.93 -2.11 -0.67
H 1.15 -2.10 -0.40
N -3.42 -1.59 0.55


No. 2
28
Properties=species:S:1:pos:R:3 method="wB97M-V/def2-TZVPD" max_force_ev_per_a=18.22 homo_lumo_gap_ha=0.28853 e_tot_ev=-21176.0736 de_lowest_ev=11.2063
N -1.82 -2.08 1.88
C -1.21 -1.20 2.41
C -0.45 -0.21 3.09
H 0.41 -0.57 3.67
H -1.15 0.35 4.13
C -0.26 0.97 2.41
H -1.26 1.16 1.86
C 1.12 0.70 1.43
N 1.05 -0.62 0.82
C 0.56 -0.98 -0.52
N 0.97 -2.45 -0.71
O 1.58 -2.80 0.54
C 1.49 -1.56 1.42
O 2.02 -1.91 2.40
C 0.12 -0.10 -1.52
C -1.00 0.74 -1.22
C -1.54 1.68 -2.31
C -1.06 1.33 -3.58
C 0.03 0.34 -4.02
C 0.37 -0.55 -2.86
H 1.21 -1.18 -3.00
H 0.21 -0.05 -4.84
H -1.33 1.84 -4.47
H -2.21 2.20 -2.09
H -0.97 1.00 -0.33
H 1.10 1.44 0.55
H 1.82 0.78 2.07
H 0.20 1.75 2.83


No. 3
34
Properties=species:S:1:pos:R:3 method="wB97M-V/def2-TZVPD" max_force_ev_per_a=2.82 homo_lumo_gap_ha=0.32976 e_tot_ev=-40030.8859
O 2.87 -1.41 -0.72
C 2.27 -2.27 -1.36
N 2.98 -3.41 -1.64
C 2.35 -4.51 -2.14
S 3.38 -5.78 -2.42
N 0.99 -4.51 -2.39
C 0.13 -3.41 -1.95
O -0.19 -3.60 -0.59
C 0.90 -2.05 -2.00
C 0.05 -0.90 -1.45
O -1.07 -0.89 -1.88
N 0.45 -0.07 -0.43
C -0.22 0.97 0.26
C 0.53 1.60 1.23
C 0.02 2.64 2.00
C -1.34 3.02 1.81
C -1.99 4.11 2.54
N -3.26 4.34 2.61
N -3.42 5.47 3.37
N -2.28 5.96 3.78
N -1.40 5.08 3.28
C -2.08 2.39 0.82
C -1.51 1.41 0.00
H 3.85 -3.60 -1.19
H 0.58 -5.43 -2.56
H -0.80 -3.38 -2.58
H -0.96 -3.07 -0.27
H 1.13 -1.85 -3.04
H 1.45 -0.13 -0.24
H 1.57 1.34 1.36
H 0.61 3.11 2.75
H -0.41 5.22 3.30
H -3.09 2.69 0.54
H -2.08 0.91 -0.79


No. 4
25
Properties=species:S:1:pos:R:3 method="wB97M-V/def2-TZVPD" max_force_ev_per_a=7.70 homo_lumo_gap_ha=0.30355 e_tot_ev=-16151.3415 de_lowest_ev=8.6426
C -3.01 -1.02 1.19
C -3.32 -0.15 0.05
C -2.42 0.73 -0.71
C -0.98 0.71 -0.35
C -0.27 1.99 -0.21
C 1.13 1.98 0.00
C 1.68 0.66 0.00
C 3.13 0.78 -0.12
C 3.67 -0.41 0.01
C 3.05 -1.56 -0.12
C 1.75 -1.57 -0.68
C 1.08 -0.49 -0.43
H -3.47 -0.83 2.32
H -3.14 -2.13 0.79
H -1.60 -0.85 1.60
H -4.52 -0.28 -0.06
H -2.97 1.71 -1.26
H -1.09 2.76 -0.09
H 1.92 2.68 0.42
H 3.30 1.90 0.31
H 4.65 -0.37 0.30
H 3.46 -2.46 -0.06
H 1.17 -2.60 -0.95
N -0.29 -0.46 -0.74
O -2.90 -0.70 -1.23


No. 5
24
Properties=species:S:1:pos:R:3 method="wB97M-V/def2-TZVPD" max_force_ev_per_a=5.67 homo_lumo_gap_ha=0.32577 e_tot_ev=-12635.0789 de_lowest_ev=3.8498
C 2.74 -0.29 0.66
C 1.86 -1.25 0.01
C 0.87 -0.79 -0.83
C 0.74 0.61 -1.01
C 1.70 1.48 -0.51
C 2.74 1.07 0.33
H 3.55 -0.79 1.28
H 1.94 -2.28 0.20
H 0.09 -1.39 -1.32
H 0.02 1.07 -1.75
H 1.62 2.53 -0.75
H 3.57 1.83 0.55
C -2.42 0.35 -0.89
C -2.64 1.07 0.29
C -1.89 0.63 1.41
C -1.04 -0.47 1.34
C -1.03 -1.30 0.29
C -1.61 -0.84 -0.95
H -2.97 0.51 -1.73
H -3.46 1.70 0.23
H -1.92 1.02 2.37
H -0.65 -0.89 2.34
H -0.39 -2.20 0.28
H -1.43 -1.38 -1.82


No. 6
24
Properties=species:S:1:pos:R:3 method="wB97M-V/def2-TZVPD" max_force_ev_per_a=6.07 homo_lumo_gap_ha=0.35201 e_tot_ev=-12635.3377 de_lowest_ev=3.5910
C -2.76 0.00 1.43
C -2.93 -1.24 0.73
C -2.80 -1.21 -0.58
C -2.82 0.00 -1.39
C -2.91 1.28 -0.77
C -2.87 1.16 0.67
H -2.48 0.19 2.56
H -2.93 -2.02 1.43
H -3.03 -2.18 -0.98
H -2.90 -0.02 -2.52
H -3.12 2.29 -1.21
H -2.83 2.25 1.24
C 3.29 1.41 0.18
C 1.98 1.04 -0.14
C 1.51 -0.40 -0.16
C 2.37 -1.40 0.02
C 3.80 -1.05 -0.01
C 4.20 0.35 0.04
H 3.48 2.46 0.28
H 1.11 1.75 -0.15
H 0.57 -0.73 -0.61
H 1.99 -2.39 -0.08
H 4.41 -1.94 -0.31
H 5.30 0.64 0.14


No. 7
24
Properties=species:S:1:pos:R:3 method="wB97M-V/def2-TZVPD" max_force_ev_per_a=9.15 homo_lumo_gap_ha=0.35611 e_tot_ev=-12633.9948 de_lowest_ev=4.9339
C 2.59 0.04 -1.40
C 2.98 -1.06 -0.70
C 3.05 -1.17 0.73
C 2.90 0.00 1.43
C 2.80 1.17 0.67
C 2.58 1.22 -0.63
H 2.71 0.06 -2.55
H 3.32 -2.08 -1.25
H 3.26 -2.15 1.12
H 3.08 0.08 2.52
H 2.94 2.11 1.43
H 2.82 2.44 -0.89
C -3.29 1.24 -0.06
C -1.98 0.85 -0.19
C -1.59 -0.47 -0.20
C -2.44 -1.39 -0.13
C -3.94 -0.96 0.17
C -4.32 0.40 0.31
H -3.53 2.35 -0.07
H -1.41 1.83 -0.37
H -0.56 -0.93 -0.55
H -1.97 -2.37 -0.21
H -4.61 -1.93 0.42
H -5.41 0.76 0.43


No. 8
40
Properties=species:S:1:pos:R:3 method="wB97M-V/def2-TZVPD" max_force_ev_per_a=0.95 homo_lumo_gap_ha="0.23926 / 0.24647" e_tot_ev=-336076.7534 de_lowest_ev=0.7620 spin_multiplicity=2
Ru 0.67 -0.14 -0.37
C -2.70 2.58 1.60
N -2.92 2.06 0.25
C -3.83 2.87 -0.56
C -1.88 1.40 -0.33
N -0.68 1.35 0.09
N -2.22 0.70 -1.49
C -1.36 0.06 -2.36
N -1.99 -0.59 -3.38
N -0.07 0.13 -2.27
H -3.67 2.80 2.04
H -2.10 3.50 1.60
H -2.21 1.83 2.21
H -4.71 3.11 0.04
H -4.17 2.33 -1.44
H -3.36 3.80 -0.89
H -0.46 1.93 0.89
H -3.20 0.47 -1.59
H -2.97 -0.80 -3.30
H -1.45 -1.30 -3.86
H 0.39 -0.43 -2.98
Br 6.72 0.10 2.83
C 5.34 -0.33 1.62
C 5.50 -1.38 0.70
Br 7.10 -2.38 0.66
C 4.48 -1.70 -0.20
Br 4.61 -3.07 -1.47
C 3.28 -0.98 -0.17
O 2.27 -1.20 -0.99
C 3.14 0.08 0.76
O 1.96 0.72 0.75
C 4.16 0.39 1.64
Br 3.85 1.82 2.84
Cl -2.89 -2.84 1.89
C -1.35 -3.34 1.14
Cl -0.36 -4.29 2.24
C -0.61 -2.09 0.67
O -0.52 -1.92 -0.58
O -0.15 -1.27 1.48
H -1.60 -3.96 0.29